{"formula": "C29H49O15PdS5", "method": "wB97M-V/def2-TZVPD", "species": ["Pd", "C", "C", "C", "O", "H", "H", "H", "H", "H", "H", "H", "C", "C", "C", "O", "C", "C", "C", "O", "O", "O", "H", "H", "C", "C", "C", "S", "O", "O", "C", "H", "H", "H", "H", "H", "H", "H", "H", "C", "C", "C", "S", "O", "O", "C", "H", "H", "H", "H", "H", "H", "H", "H", "C", "C", "C", "S", "O", "O", "C", "H", "H", "H", "H", "H", "H", "H", "H", "C", "C", "C", "S", "O", "O", "C", "H", "H", "H", "H", "H", "H", "H", "H", "C", "C", "C", "S", "O", "O", "C", "H", "H", "H", "H", "H", "H", "H", "H"], "xyz": [[-0.0165, 0.5658, 0.0096], [-1.6230, 5.0615, 0.4016], [-1.8675, 3.5748, -0.0458], [-2.2627, 3.5326, -1.5027], [-0.8253, 2.6439, 0.2641], [-0.9287, 5.4062, -0.3647], [-1.1582, 5.0930, 1.3870], [-2.5734, 5.5715, 0.5589], [-2.6476, 3.2016, 0.6178], [-1.5591, 4.0439, -2.1597], [-3.1490, 4.1640, -1.5640], [-2.4522, 2.5093, -1.8270], [3.3181, -4.0472, 0.4130], [2.6429, -2.8557, 0.3807], [1.1341, -2.8489, 0.0721], [0.4368, -1.7815, -0.1938], [0.3988, -3.9583, 0.0200], [0.9951, -5.2442, 0.2782], [2.5738, -5.3164, 0.3633], [3.1908, -6.3511, 0.3011], [0.4300, -6.3350, 0.3900], [3.3971, -1.8151, 0.1522], [4.3958, -4.1154, 0.3983], [-0.6738, -3.9976, -0.0999], [-2.6912, -2.2051, -4.3374], [-2.9101, -3.2556, -3.2954], [-2.3688, -2.7450, -1.9543], [-2.8592, -0.9935, -1.8145], [-1.7373, -0.2188, -1.3915], [-4.1139, -0.9077, -1.1736], [-3.1618, -0.8672, -3.7246], [-3.1878, -2.5474, -5.2454], [-1.6379, -2.1419, -4.6109], [-2.3712, -4.1510, -3.6049], [-3.9907, -3.3977, -3.3090], [-1.2989, -2.7366, -2.1623], [-2.6154, -3.3286, -1.0674], [-2.7781, 0.0258, -4.2178], [-4.2516, -0.8498, -3.7390], [-5.0175, 1.8513, 2.5027], [-4.1846, 2.1166, 3.7359], [-2.7600, 1.5160, 3.4867], [-2.9950, -0.0129, 2.4709], [-2.8294, -1.0984, 3.4069], [-2.1689, 0.0415, 1.2380], [-4.7709, 0.3803, 2.0332], [-4.7085, 2.6757, 1.8601], [-6.0739, 2.0434, 2.6899], [-4.6186, 1.6123, 4.5993], [-4.1291, 3.1604, 4.0451], [-2.2105, 1.1807, 4.3663], [-2.2322, 2.1705, 2.7930], [-5.4392, -0.2434, 2.6269], [-5.0331, 0.1726, 0.9958], [3.8026, 4.3160, 0.0107], [4.4680, 3.0130, -0.4172], [4.4050, 2.0008, 0.7261], [2.7219, 2.1069, 1.4565], [2.9384, 1.9847, 2.8935], [1.9029, 1.1819, 0.7030], [2.5337, 3.9404, 0.8336], [3.5460, 4.8933, -0.8775], [4.4904, 4.9392, 0.5822], [5.5324, 3.1113, -0.6304], [4.0117, 2.5430, -1.2884], [5.0537, 2.2145, 1.5756], [4.7575, 1.0135, 0.4279], [2.6123, 4.5694, 1.7203], [1.5773, 4.1816, 0.3696], [1.4255, -3.1461, 3.9083], [2.5880, -2.2967, 4.2798], [2.4084, -0.8781, 3.7477], [0.5973, -0.5733, 3.6388], [0.2975, 0.0879, 2.3977], [0.0718, 0.0063, 4.8718], [0.1089, -2.3636, 3.6130], [1.2670, -3.9987, 4.5688], [1.6203, -3.6459, 2.9594], [3.5157, -2.7449, 3.9241], [2.5850, -2.1547, 5.3606], [2.6989, -0.8006, 2.7000], [2.7997, -0.0111, 4.2801], [-0.3018, -2.4605, 2.6080], [-0.7738, -2.4384, 4.2482], [1.1839, -0.7740, -5.1153], [1.8552, -1.5601, -3.9370], [2.6766, -0.4738, -3.2075], [1.6501, 1.1044, -3.2381], [2.4531, 2.3062, -3.4803], [0.7861, 0.9842, -2.0047], [0.7251, 0.6296, -4.6802], [0.3888, -1.3624, -5.5733], [1.9285, -0.6769, -5.9054], [2.4314, -2.3396, -4.4355], [1.2311, -1.9719, -3.1439], [3.5578, -0.1306, -3.7495], [3.0983, -0.6437, -2.2168], [1.0345, 1.3759, -5.4119], [-0.2935, 0.9931, -4.5450]], "homo_ev": [-3.4, -3.4], "s2": 2.00, "de_lowest_kj_mol": 0.0, "homo_lumo_gap_ev": [5.227, 5.197], "multiplicity": 3, "total_charge": -1}